{
  "formula": "C26H29BN9O4SeSiY",
  "method": "ωB97M-V/def2-TZVPD",
  "symbols": ["Y", "C", "C", "N", "N", "C", "B", "N", "C", "C", "C", "N", "N", "C", "C", "C", "N", "H", "H", "H", "H", "H", "H", "H", "H", "H", "H", "O", "C", "C", "C", "C", "C", "C", "C", "O", "N", "N", "C", "C", "C", "C", "C", "C", "C", "O", "H", "H", "H", "H", "H", "H", "H", "H", "H", "H", "C", "Si", "C", "C", "Se", "H", "H", "H", "H", "H", "H", "H", "H", "H", "O", "N"],
  "xyz": [[-0.148038, 0.137272, 0.476195], [4.459296, 0.606822, 0.610083], [3.309692, 0.040973, 0.063338], [2.269050, 0.202615, 0.878000], [2.725654, 0.875214, 1.956280], [4.032756, 1.130395, 1.817223], [1.807377, 1.256385, 3.145078], [0.801302, 2.353252, 2.715416], [0.840835, 3.659257, 3.018335], [-0.254877, 4.276464, 2.447954], [-0.927474, 3.241521, 1.793552], [-0.289050, 2.089935, 1.959967], [1.028637, 0.005934, 3.590017], [1.015174, -0.576410, 4.797014], [0.159104, -1.658811, 4.755774], [-0.324491, -1.660805, 3.446699], [0.203086, -0.658701, 2.750901], [5.451750, 0.625143, 0.196825], [3.190522, -0.488900, -0.869483], [4.572431, 1.652981, 2.588943], [2.487511, 1.669748, 4.039657], [1.633201, 4.055741, 3.631507], [-0.534813, 5.312801, 2.513381], [-1.843110, 3.267857, 1.223716], [1.611290, -0.177866, 5.600710], [-0.085526, -2.337435, 5.552956], [-1.039128, -2.322783, 2.982913], [-1.125126, -3.924178, -3.992942], [-0.953303, -4.542757, -2.813441], [-1.241789, -5.908094, -2.756679], [-1.084113, -6.607631, -1.579701], [-0.631519, -5.970252, -0.425210], [-0.353366, -4.622135, -0.472962], [-0.510294, -3.886943, -1.652850], [-0.236892, -2.437699, -1.607405], [-0.026385, -1.873035, -0.490388], [-0.211347, -1.797823, -2.772839], [0.032175, -0.462589, -2.613728], [1.068441, 0.088416, -3.179498], [1.389626, 1.463454, -3.077317], [2.219235, 2.027437, -4.077545], [2.579605, 3.342833, -4.038434], [2.149981, 4.129708, -2.951543], [1.402781, 3.603724, -1.933176], [0.993903, 2.245161, -1.944350], [0.388639, 1.747647, -0.926752], [-0.849743, -2.988205, -3.879540], [-1.590944, -6.390679, -3.659627], [-1.314542, -7.665425, -1.557127], [-0.504719, -6.523317, 0.495165], [-0.006590, -4.098067, 0.407459], [1.715309, -0.580260, -3.747974], [2.543882, 1.394941, -4.896197], [3.192051, 3.772419, -4.818271], [2.435791, 5.173761, -2.909727], [1.107302, 4.201314, -1.080545], [-5.753037, -1.671857, 1.004803], [-3.994177, -1.905929, 0.404533], [-3.192968, -3.267669, 1.414773], [-4.082146, -2.455322, -1.383333], [-2.933893, 0.058283, 0.726698], [-6.325989, -2.597953, 0.904766], [-6.258653, -0.892546, 0.432028], [-5.762508, -1.373483, 2.054658], [-3.709259, -4.217928, 1.252453], [-3.235677, -3.025012, 2.478781], [-2.147908, -3.406438, 1.129319], [-4.646286, -3.390128, -1.451513], [-3.099279, -2.636914, -1.821296], [-4.596255, -1.708879, -1.992175], [-2.299218, -0.169207, -2.845556], [-1.411954, 0.511168, -2.875428]],
  "forces_ev_per_a": [[-0.286, -0.037, 0.304], [0.004, 0.059, 0.058], [-0.052, -0.071, -0.036], [0.072, 0.138, -0.010], [0.059, -0.023, -0.025], [0.061, -0.074, -0.044], [-0.137, -0.023, -0.061], [0.032, 0.051, 0.088], [-0.033, 0.021, 0.039], [-0.005, -0.018, -0.009], [-0.062, 0.033, 0.031], [0.263, -0.032, -0.081], [0.014, -0.003, -0.004], [-0.005, -0.025, 0.063], [0.022, 0.036, -0.007], [-0.057, -0.019, -0.032], [0.063, -0.057, 0.008], [0.002, 0.004, -0.001], [-0.020, 0.016, -0.001], [-0.010, -0.003, 0.007], [0.022, 0.016, 0.027], [-0.009, -0.018, 0.006], [-0.001, 0.000, -0.001], [0.007, -0.006, -0.016], [0.002, 0.002, -0.009], [0.004, 0.000, 0.003], [0.029, 0.023, -0.011], [-0.054, -0.088, -0.018], [0.033, -0.043, -0.025], [-0.024, 0.031, -0.029], [-0.002, -0.011, -0.002], [0.016, 0.011, 0.009], [0.000, -0.034, -0.020], [-0.012, 0.046, 0.132], [-0.085, -0.091, -0.058], [0.116, 0.031, 0.079], [0.025, -0.015, -0.001], [0.071, 0.009, -0.144], [0.020, 0.012, 0.003], [-0.069, -0.036, -0.027], [0.028, 0.050, -0.009], [0.024, -0.057, -0.056], [-0.034, 0.016, 0.053], [-0.008, 0.037, -0.008], [0.178, 0.041, 0.142], [-0.349, -0.158, -0.238], [0.040, 0.048, -0.009], [0.000, -0.001, 0.001], [0.003, 0.001, -0.003], [-0.002, 0.001, -0.002], [0.012, 0.004, -0.006], [-0.010, 0.019, -0.013], [-0.005, -0.001, 0.003], [-0.002, 0.004, 0.002], [0.005, -0.001, 0.002], [-0.002, -0.008, 0.005], [0.002, -0.017, 0.034], [-0.006, -0.026, 0.090], [0.027, -0.009, -0.035], [0.049, -0.004, -0.082], [0.074, 0.169, -0.209], [0.002, 0.001, -0.003], [0.007, 0.003, -0.005], [-0.006, 0.003, -0.004], [-0.001, -0.011, 0.032], [-0.023, -0.017, -0.001], [-0.038, 0.027, 0.001], [-0.009, 0.005, 0.017], [0.020, 0.015, 0.004], [0.006, 0.003, -0.007], [0.055, 0.019, -0.005], [-0.053, 0.035, 0.125]],
  "relative_energy_kcal_mol": 22.79,
  "homo_lumo_gap_ev": 6.1591,
  "homo_ha": -0.2819,
  "total_energy_ev": -123982.726
}